*1*
Formula: C3H4ClNO
Source: the Open Molecules 2025 dataset
Level of theory: the ωB97M-V functional and the def2-TZVPD basis

XYZ file:
```
10
Properties=species:S:1:pos:R:3
C -0.04063 0.82759 0.01864
C -1.07550 0.21056 0.50519
C 0.96097 -0.04549 -0.53120
N 0.08469 -1.62671 -0.26321
O -1.04350 -1.10006 0.47395
Cl 2.54330 -0.34375 0.32260
H -0.03285 1.99768 -0.01564
H -1.91156 0.64008 1.04775
H 1.09244 0.19332 -1.57126
H 0.76392 -1.96414 0.38997
```

Summary:
* HOMO energy: -9.04 eV
* charge: 0

=====

*2*
Formula: C3H4ClNO
Source: the Open Molecules 2025 dataset
Level of theory: the ωB97M-V functional and the def2-TZVPD basis

XYZ file:
```
10
Properties=species:S:1:pos:R:3
C -0.52587 -0.37434 -0.01996
C 0.51417 0.49619 0.01160
C 1.82538 -0.16547 0.02998
H -2.12127 0.98827 -0.05977
H -2.46240 -0.72672 -0.06403
H -0.23340 -1.42137 0.05784
H 1.61036 -1.29394 0.12436
N -1.81802 -0.00120 -0.02287
O 2.93507 0.28451 -0.05853
Cl 0.27599 2.21406 0.00138
```

Summary:
* HOMO energy: -8.82 eV
* charge: 0

=====

Result of the stability comparison: *1* is the least stable of them.

=====

*1*
Formula: C4H29NO10
Source: the Open Molecules 2025 dataset
Level of theory: the ωB97M-V functional and the def2-TZVPD basis

XYZ file:
```
44
Properties=species:S:1:pos:R:3
C -0.31573 -0.19611 -2.92043
N -1.17812 -1.04654 -2.24405
C -2.52404 -0.72881 -2.37299
C -2.89647 0.25211 -1.18176
C -2.29472 1.59448 -1.24444
O -1.74909 1.95483 -0.01581
H 0.57061 -0.65062 -2.82439
H -0.39854 -0.27952 -4.07829
H -0.08866 0.77032 -2.62912
H -0.76444 -1.27669 -1.31345
H -2.77388 -0.36070 -3.33428
H -3.24013 -1.59886 -2.23213
H -4.04322 0.32930 -1.02534
H -2.64033 -0.27639 -0.23564
H -3.27776 2.22481 -1.30364
H -1.72570 2.03896 -2.01131
H -0.84150 1.49133 0.02501
H 3.04537 1.33740 -2.31337
H 2.23257 2.18109 -3.15106
O 2.90184 1.46798 -3.30075
H 1.30213 -4.31104 0.12321
H 2.46689 -3.19846 -0.15495
O 2.11712 -3.81573 0.56866
H 0.27395 1.43889 2.01043
H 0.13989 2.44832 1.17557
O 0.55881 2.31179 2.01798
H 1.71396 0.75689 2.72902
H 2.63568 0.02010 3.74711
O 2.40786 0.03503 2.72889
H 0.79411 -0.61551 0.42908
H 1.87632 0.61989 0.75203
O 1.21597 0.27025 0.29869
H 1.00580 -2.63215 1.08559
H 0.28800 -1.43430 1.75748
O 0.20282 -1.97015 1.09499
H -0.93881 -0.06070 3.70173
H -0.96840 -1.59092 3.51111
O -0.45000 -0.80882 3.29239
H -1.77252 1.84338 2.58629
H -0.71185 2.69266 3.36163
O -1.56223 2.30677 3.42151
H 2.48714 -0.84474 -0.62313
H 3.57753 -1.33778 0.54642
O 3.34174 -1.35203 -0.45448
```

Summary:
* HOMO energy: -8.33 eV
* charge: 0

=====

*2*
Formula: C4H29NO10
Source: the Open Molecules 2025 dataset
Level of theory: the ωB97M-V functional and the def2-TZVPD basis

XYZ file:
```
44
Properties=species:S:1:pos:R:3
C 0.05104 1.87473 -1.88967
C 1.50814 2.34887 -2.13606
C 2.44882 1.21622 -1.78186
O 2.66401 1.27960 -0.36345
C 3.32092 0.22183 0.29597
N 1.61913 2.93308 -3.46205
H -0.09420 1.51337 -0.87162
H -0.35290 1.19598 -2.64082
H -0.58764 2.75786 -1.90648
H 1.59772 3.20339 -1.46533
H 3.40687 1.46322 -2.23927
H 2.19555 0.20614 -2.10386
H 3.59087 0.43809 1.32963
H 4.23596 -0.02276 -0.24345
H 2.72030 -0.68749 0.31837
H 1.02893 3.75173 -3.50179
H 1.14312 2.34026 -4.12694
O 0.63399 1.04933 1.66990
H 1.16116 1.58790 2.26004
H 1.09227 1.09378 0.83070
O 1.29256 -2.75588 0.92204
H 0.51532 -3.06633 1.38653
H 1.93479 -2.59093 1.61238
O -4.73505 0.98135 0.50234
H -3.80093 1.00408 0.29463
H -5.10421 0.35518 -0.12045
O -2.07185 1.24973 1.22853
H -2.45004 1.85135 1.86982
H -1.12858 1.29395 1.38511
O -1.51054 -0.82217 -0.14858
H -1.17452 -1.27015 0.62771
H -1.66673 0.07648 0.14172
O -0.44568 -0.70169 3.48142
H 0.14283 -0.20700 4.05167
H -0.43352 -0.22426 2.65187
O -1.15755 -3.03214 2.11660
H -1.54182 -3.78394 2.56757
H -0.93651 -2.41904 2.81766
O 0.09647 -2.31439 -1.91266
H 0.70290 -2.60982 -1.23354
H -0.53910 -1.77091 -1.44694
O -3.21684 -3.05209 -0.63202
H -2.60624 -2.41726 -0.25734
H -3.54924 -3.53921 0.12193
```

Summary:
* HOMO energy: -9.62 eV
* charge: 0

=====

Result of the stability comparison: *1* is the least stable of them.

=====

*1*
Formula: C4H10NO
Source: the Open Molecules 2025 dataset
Level of theory: the ωB97M-V functional and the def2-TZVPD basis

XYZ file:
```
16
Properties=species:S:1:pos:R:3
C 0.28435 -0.29986 -0.65695
N 0.05837 0.01176 0.74581
C 1.28454 0.81249 1.27484
O 1.36077 2.03276 0.83641
C -0.65703 -1.33671 -1.25282
C -2.13810 -0.98115 -1.00382
H 0.21444 0.62541 -1.24275
H 1.33829 -0.56253 -0.86297
H 0.20643 -0.89335 1.21181
H 1.16224 0.72026 2.39006
H 2.13295 0.12474 0.98758
H -0.41729 -2.34431 -0.92689
H -0.52445 -1.26071 -2.33294
H -2.27191 0.08714 -1.15123
H -2.79175 -1.55132 -1.64939
H -2.39333 -1.24549 0.01695
```

Summary:
* HOMO energy: -2.35 eV
* charge: -1

=====

*2*
Formula: C4H10NO
Source: the Open Molecules 2025 dataset
Level of theory: the ωB97M-V functional and the def2-TZVPD basis

XYZ file:
```
16
Properties=species:S:1:pos:R:3
C 0.55725 1.95162 -1.21409
N 0.97318 0.39060 -1.37138
C 0.81734 -0.41134 -0.09838
C -0.52886 -0.42974 0.49696
C -0.97912 -1.58835 1.41798
O -1.19016 -1.37243 2.63469
H 1.23868 2.68099 -1.69220
H 0.50695 2.21301 -0.13619
H -0.51428 2.17892 -1.55037
H 0.34229 -0.04846 -1.95872
H 1.60855 -0.19530 0.61216
H 1.09028 -1.43695 -0.41264
H -0.34463 0.48129 1.14546
H -1.24268 -0.11377 -0.16400
H -2.05414 -1.82047 1.02359
H -0.28066 -2.47962 1.26714
```

Summary:
* HOMO energy: -1.86 eV
* charge: -1

=====

*3*
Formula: C4H10NO
Source: the Open Molecules 2025 dataset
Level of theory: the ωB97M-V functional and the def2-TZVPD basis

XYZ file:
```
16
Properties=species:S:1:pos:R:3
C 2.09527 0.05260 -0.39470
N 1.16768 -0.87212 0.21940
C -0.35104 0.77518 1.41531
C -0.18773 -0.31868 0.35912
C -0.89788 0.14700 -0.96467
O -2.22258 0.02225 -0.87874
H 1.69582 1.05452 -0.50172
H 2.33358 -0.30378 -1.40080
H 3.02491 0.05169 0.18217
H 1.45888 -1.11680 1.15456
H -1.43909 0.89358 1.42357
H -0.27509 0.39689 2.45066
H 0.21024 1.68819 1.24883
H -0.83016 -1.14134 0.67986
H -0.53571 1.20343 -1.14275
H -0.36760 -0.43432 -1.77468
```

Summary:
* HOMO energy: -2.20 eV
* charge: -1

=====

*4*
Formula: C4H10NO
Source: the Open Molecules 2025 dataset
Level of theory: the ωB97M-V functional and the def2-TZVPD basis

XYZ file:
```
16
Properties=species:S:1:pos:R:3
C -2.44025 -3.48912 -1.30967
O -2.64677 -4.34851 -2.28376
C -1.30876 -2.34559 -1.67576
C 2.53251 2.38581 2.25138
C 1.46757 3.23378 1.82329
N 1.03093 3.11807 0.35764
H -3.20420 -2.66274 -1.14321
H -2.26339 -3.98860 -0.27196
H 2.73428 1.70930 1.39889
H -1.37177 -1.69453 -0.77321
H -1.69920 -1.76062 -2.50702
H 3.31707 2.71586 2.99590
H 1.17480 4.23048 2.16253
H 1.01071 2.27241 1.07590
H 1.91960 3.15866 -0.26062
H -0.25312 -2.53466 -1.84031
```

Summary:
* HOMO energy: -1.91 eV
* charge: -1

=====

Result of the stability comparison: *4* is the least stable of them.